The following is a DFT calculation (the ωB97M-V functional and the def2-TZVPD basis) of C3H6N as an isolated structure at a distorted geometry.

Each line ends with the Löwdin charge.
Element x y z (Å)
C 0.493 2.137 -0.267  -0.054
C -0.127 -0.450 0.482  0.208
C -0.524 -1.657 -0.039  -0.064
N 0.937 0.979 -0.384  0.126
H -0.395 2.583 0.287  0.130
H 1.077 2.858 -0.780  0.088
H 0.000 -0.389 1.551  0.105
H -1.271 -2.231 0.519  0.133
H -0.577 -1.529 -1.161  0.141
H 0.387 -2.302 -0.208  0.186

Its frontier orbital gap (alpha / beta) is 0.305 / 0.305 Ha. The net charge is +1. Its strongest force on any atom is 4.7 eV Å⁻¹. The value obtained for the HOMO energy (alpha / beta) is -15.50 / -15.49 eV. As for the energy above the lowest of the compared OMol25 structures with the same formula, charge and spin: 457.62 kJ/mol.